113
Properties=species:S:1:pos:R:3 method="wB97M-V/def2-TZVPD" molar_mass_da=1050.40 max_force_ev_per_a=1.01 e_tot_ev=-178283.6111 de_lowest_kj_mol=0.0 e_homo_ha="-0.378 / -0.379" charge=+1 spin_multiplicity=1 homo_lumo_gap_ev="6.192 / 6.423"
Pd 0.89 0.76 -0.25
C -0.09 1.50 6.59
C -0.41 1.43 5.12
C -0.80 2.77 4.52
O 0.81 0.94 4.45
P 0.69 0.06 3.15
O -0.18 0.59 2.08
C 2.44 0.00 2.68
P 2.69 -0.79 1.09
O 1.45 -1.26 0.37
O 3.70 -1.94 1.39
C 3.80 -3.16 0.53
C 2.78 -4.19 0.96
C 5.22 -3.64 0.67
O 3.32 0.29 0.10
C 4.46 1.21 0.19
C 4.08 2.48 0.94
C 5.67 0.50 0.75
O 0.25 -1.38 3.58
C 0.72 -2.07 4.79
C 1.67 -3.18 4.39
C -0.50 -2.57 5.52
H -0.95 1.91 7.13
H 0.77 2.15 6.76
H 0.14 0.51 7.00
H -1.21 0.71 4.94
H 0.00 3.50 4.69
H -1.71 3.13 4.99
H -0.97 2.67 3.45
H 3.03 -0.52 3.44
H 2.76 1.04 2.62
H 3.61 -2.85 -0.50
H 3.04 -4.59 1.95
H 2.79 -5.01 0.24
H 1.78 -3.77 0.99
H 5.42 -3.95 1.70
H 5.94 -2.86 0.40
H 5.38 -4.50 0.01
H 4.63 1.46 -0.85
H 4.23 2.38 2.02
H 3.05 2.76 0.72
H 4.72 3.29 0.59
H 5.51 0.18 1.79
H 6.52 1.19 0.74
H 5.93 -0.37 0.15
H 1.25 -1.35 5.42
H 1.12 -3.98 3.87
H 2.14 -3.61 5.28
H 2.45 -2.83 3.72
H -1.10 -3.19 4.85
H -1.12 -1.74 5.87
H -0.20 -3.17 6.38
O 0.78 2.66 -0.64
C -0.41 3.03 -1.35
C -1.40 3.70 -0.39
C -1.12 4.24 0.82
C -2.26 4.82 1.45
C -3.39 4.70 0.71
S -3.08 3.89 -0.77
C -0.94 1.69 -1.91
C -0.68 1.26 -3.14
C -0.66 -0.13 -3.73
C -1.86 -1.10 -3.48
S -1.71 0.82 -0.56
C -0.03 4.02 -2.44
C -0.81 4.63 -3.38
C -0.07 5.52 -4.21
C 1.25 5.58 -3.87
S 1.60 4.54 -2.56
H -0.12 4.24 1.24
H -2.24 5.31 2.42
H -4.39 5.05 0.93
H -0.25 2.02 -3.79
H -0.65 0.02 -4.81
H -1.71 -1.91 -4.19
H -1.87 4.44 -3.49
H -0.50 6.10 -5.02
H 2.03 6.18 -4.32
O -1.19 -0.73 -0.65
As -1.65 -2.14 -1.74
C -3.27 -0.61 -3.75
C -3.78 0.65 -3.45
C -5.12 0.96 -3.65
C -5.99 0.01 -4.16
C -5.50 -1.25 -4.48
C -4.17 -1.55 -4.28
C 0.73 -0.75 -3.45
C 0.99 -2.10 -3.67
C 2.26 -2.63 -3.52
C 3.32 -1.81 -3.15
C 3.08 -0.47 -2.93
C 1.80 0.05 -3.06
C -3.50 -2.46 -1.28
C -3.94 -3.75 -1.54
C -5.27 -4.11 -1.32
C -6.16 -3.16 -0.82
C -5.72 -1.88 -0.53
C -4.40 -1.52 -0.76
H -3.13 1.43 -3.09
H -5.49 1.95 -3.39
H -7.04 0.24 -4.30
H -6.17 -2.01 -4.90
H -3.80 -2.54 -4.53
H 0.20 -2.77 -4.00
H 2.42 -3.69 -3.70
H 4.32 -2.22 -3.07
H 3.91 0.19 -2.67
H 1.67 1.12 -2.92
H -3.24 -4.49 -1.92
H -5.61 -5.12 -1.53
H -7.19 -3.44 -0.65
H -6.41 -1.14 -0.13
H -4.08 -0.51 -0.55

=====

8
Properties=species:S:1:pos:R:3 method="wB97M-V/def2-TZVPD" molar_mass_da=116.95 max_force_ev_per_a=2.86 e_tot_ev=-29884.3450 de_lowest_kj_mol=74.9 e_homo_ha=-0.407 charge=0 spin_multiplicity=1 homo_lumo_gap_ev=11.812 smiles=FCC(Cl)Cl
F -1.01 0.96 -0.97
C 0.08 0.81 -0.14
C 0.11 -0.60 0.23
Cl -1.25 -1.21 1.35
Cl 0.22 -1.66 -1.14
H -0.12 1.54 0.69
H 1.02 1.12 -0.71
H 0.94 -0.96 0.71

=====

34
Properties=species:S:1:pos:R:3 method="wB97M-V/def2-TZVPD" molar_mass_da=583.85 max_force_ev_per_a=3.07 e_tot_ev=-93429.5896 de_lowest_kj_mol=52.8 e_homo_ha="-0.184 / -0.262" charge=-1 spin_multiplicity=2 homo_lumo_gap_ev="7.229 / 9.071"
Ti 1.76 0.18 0.34
F -0.11 0.08 -3.53
C -1.29 -0.36 -4.06
F -1.01 -1.43 -4.77
F -1.84 0.56 -4.87
S -2.40 -0.74 -2.54
O -1.78 -1.94 -2.00
O -3.80 -0.75 -2.96
N -2.05 0.63 -1.71
S -1.38 0.73 -0.31
O -1.73 -0.29 0.72
O 0.09 1.05 -0.51
C -1.76 2.38 0.64
F -0.78 2.40 1.59
F -2.96 2.39 1.29
F -1.57 3.57 0.02
N 0.55 -1.84 0.56
N 0.67 -2.41 -0.72
C 1.67 -1.92 -1.52
O 1.78 -2.33 -2.66
O 2.49 -1.03 -0.96
H 0.68 -2.57 1.23
H -0.39 -1.48 0.69
H -0.19 -2.48 -1.30
B -0.11 0.44 4.64
C 0.60 0.24 3.30
N 1.32 0.25 2.37
H -0.25 -0.60 5.15
H 0.58 1.25 5.22
H -1.23 0.97 4.35
I 2.99 2.53 -0.65
C 3.52 0.76 0.82
H 3.48 1.29 1.74
H 4.45 0.48 0.35

=====

9
Properties=species:S:1:pos:R:3 method="wB97M-V/def2-TZVPD" molar_mass_da=233.83 max_force_ev_per_a=5.95 e_tot_ev=-153542.6351 de_lowest_kj_mol=213.1 e_homo_ha=-0.358 charge=0 spin_multiplicity=1 homo_lumo_gap_ev=8.793 smiles="O=PCC(Br)Br"
O -1.91 -2.46 1.26
P -1.26 -2.00 0.04
C -0.26 -0.51 0.71
C 1.17 -0.38 -0.23
Br 2.44 1.08 0.31
Br 2.07 -2.11 -0.19
H 0.13 -0.71 1.80
H -0.66 0.42 0.53
H 0.83 -0.05 -1.23